# C5H11N3

A 2-piece molecular cluster, C5H11N3 overall in a non-equilibrium geometry (wB97M-V/def2-TZVPD, the Open Molecules 2025 dataset).

Output
energy above the lowest of the compared OMol25 structures with the same formula, charge and spin: 82.9 kcal/mol
total charge: 0
HOMO level: -8.78 eV
max |F|: 3.219 eV/A
SMILES: CN=C=NC.C=NC

Each line ends with the Mulliken charge.
Element x y z (Å)
C 2.0671 0.7673 1.5596  -0.36
C -1.3718 -0.3936 0.0107  0.31
C 0.3088 -2.1531 -0.2437  -0.87
C -3.5436 0.7106 -0.0177  -0.65
C 2.3546 0.6550 -0.7225  -0.81
N -0.2474 -0.8151 -0.1845  -0.16
N -2.2860 0.2536 0.4456  -0.30
N 1.9879 0.0395 0.5067  -0.15
H 1.6302 0.2072 2.4792  0.26
H 2.1934 1.8833 1.5003  0.18
H 1.3620 -1.9880 -0.0599  0.31
H 0.2803 -2.5704 -1.2349  0.31
H -0.2603 -2.8577 0.4097  0.32
H -3.5521 1.8355 0.0057  0.25
H -4.3801 0.4148 0.7984  0.22
H -3.8656 0.1254 -0.8963  0.29
H 1.5666 0.2779 -1.4142  0.27
H 3.3568 0.1624 -1.1021  0.21
H 2.3890 1.7583 -0.5658  0.36